Entry 1:
This record from the Open Molecules 2025 dataset describes the molecule C4H8NO2 at a distorted geometry. The level of theory is ωB97M-V/def2-TZVPD.

The geometry in XYZ format:
```
15
Properties=species:S:1:pos:R:3:forces:R:3
C 0.929824 1.875871 0.593207 3.285 0.849 -1.127
O 0.487229 3.128622 0.999134 0.350 -1.825 -0.769
C 0.004758 0.742303 0.372281 -4.467 2.124 1.283
C 0.642282 -0.479633 -0.015966 -0.739 -2.892 -1.910
C -0.301455 -1.648631 -0.471242 -1.774 2.017 0.641
N -1.397885 -1.173993 -1.329388 1.141 0.433 0.934
O -0.312111 -2.774861 -0.054262 0.455 0.364 -0.344
H 1.804472 1.591587 1.316539 -1.208 0.532 -0.965
H 1.506458 1.878274 -0.507121 -0.786 0.866 2.539
H -0.673316 1.078476 -0.450430 0.470 -0.064 0.595
H -0.717392 0.631121 1.221333 0.703 -0.044 -0.275
H 1.410338 -0.801126 0.608269 1.108 -0.865 1.314
H 1.075692 -0.276691 -0.943521 1.479 0.464 -1.760
H -2.221900 -1.519437 -0.839652 -0.156 0.125 -0.736
H -1.452560 -0.133801 -1.528359 0.138 -2.084 0.579
```
Forces are in eV/Å.

Output
Max |F| in eV/Å: 5.110
Gap between HOMO and LUMO (spin up / spin down) in Eh: 0.398 / 0.301
Energy above the lowest of the compared OMol25 structures with the same formula, charge and spin in kcal per mole: 34.93
HOMO level (spin up / spin down) in eV: -10.1 / -10.1
Multiplicity: 2


Entry 2:
This record from the Open Molecules 2025 dataset describes the ion C4H8NO2 with charge +1 at a distorted geometry. The level of theory is ωB97M-V/def2-TZVPD.

The geometry in XYZ format:
```
15
Properties=species:S:1:pos:R:3:forces:R:3
N -0.282511 0.377370 -1.331800 1.237 0.033 -3.588
C 0.429993 -0.810295 -0.754657 0.468 -0.239 0.327
C 0.157146 -1.043983 0.700074 -0.633 1.126 0.857
C -0.076787 -0.112203 1.635618 1.023 -1.251 -0.092
C -0.093427 1.350311 1.479030 -0.777 -1.401 0.393
O 0.023662 2.022746 0.478094 0.207 1.188 0.287
O -0.370646 1.752041 2.683872 0.073 2.145 1.102
H 0.244893 0.699494 -2.241960 -1.302 -0.897 1.981
H -1.202951 0.073467 -1.628304 -0.301 0.114 -0.100
H -0.347116 1.261694 -0.762221 0.456 -0.417 0.795
H 1.519633 -0.675333 -0.814456 -0.285 0.212 -0.329
H 0.179408 -1.669936 -1.390891 0.021 0.237 0.328
H 0.190627 -2.023582 1.134400 0.197 -0.693 -0.556
H -0.076225 -0.399222 2.712202 -0.356 -0.009 -1.172
H -0.388839 2.722134 2.791414 -0.027 -0.146 -0.233
```
Forces are in eV/Å.

Output
Max |F| in eV/Å: 3.795
Gap between HOMO and LUMO in Eh: 0.398
Energy above the lowest of the compared OMol25 structures with the same formula, charge and spin in kcal per mole: 14.13
HOMO level in eV: -14.9
Structure (SMILES): [NH3+]C/C=C\C(=O)O
Net charge: +1


Entry 3:
This record from the Open Molecules 2025 dataset describes a structure of composition C4H8NO2 at a distorted geometry. The level of theory is ωB97M-V/def2-TZVPD.

The geometry in XYZ format:
```
15
Properties=species:S:1:pos:R:3:forces:R:3
C 1.119906 1.346485 0.120664 -2.329 2.127 0.474
C -0.225102 -0.592457 -0.134372 -6.592 1.795 0.916
C 2.246149 -0.638898 0.191135 2.166 -2.613 2.771
C -2.899398 -0.177451 0.199121 1.629 -0.835 0.692
N 1.015420 0.088408 -0.024672 0.717 0.463 -0.282
O -0.575159 -1.691174 -0.283763 2.110 -0.043 -0.216
O -1.633872 0.505208 0.196641 4.184 -0.450 -0.550
H 2.132520 1.680109 0.352035 -0.428 0.437 -0.301
H 0.173723 2.008066 0.139727 1.604 -1.148 -0.224
H 2.324665 -1.566839 -0.367887 -0.456 0.058 -0.220
H 2.202165 -0.952406 1.320659 0.227 0.413 -2.055
H 3.250431 -0.116215 0.054096 -1.906 0.044 -0.107
H -3.498008 0.150855 -0.642100 0.296 -0.831 -0.780
H -3.497605 0.187084 1.037618 0.579 -0.222 0.501
H -2.542157 -1.242821 0.352492 -1.800 0.806 -0.619
```
Forces are in eV/Å.

Output
Max |F| in eV/Å: 6.893
Gap between HOMO and LUMO in Eh: 0.283
Energy above the lowest of the compared OMol25 structures with the same formula, charge and spin in kcal per mole: 108.15
HOMO level in eV: -14.3
Net charge: +1


Entry 4:
This record from the Open Molecules 2025 dataset describes a cluster of 2 separate species, C4H8NO2 in total at a distorted geometry. The level of theory is ωB97M-V/def2-TZVPD.

The geometry in XYZ format:
```
15
Properties=species:S:1:pos:R:3:forces:R:3
C 0.644079 2.204573 0.052971 0.376 -0.420 -0.073
C 0.622541 1.026764 -0.145795 0.279 -0.613 -0.005
C 0.484779 -0.417207 -0.043703 -0.132 0.646 0.676
C 2.874716 -0.628118 0.033334 -1.431 1.134 4.721
N -3.214013 -0.320536 -0.115686 1.415 0.477 -0.566
O -0.656796 -0.858203 0.071448 0.428 -0.555 -0.648
O 1.550282 -1.172767 0.083544 -1.495 0.022 0.227
H 0.848603 3.209763 0.263654 -0.120 0.877 0.014
H 3.202931 -0.086320 0.989983 -1.200 -0.041 -1.391
H 2.952015 -0.109910 -0.811560 0.881 2.238 -3.291
H 3.454653 -1.437024 0.127513 2.268 -3.172 -0.571
H -3.435213 -0.539171 0.852750 0.819 -0.548 0.187
H -3.426515 -1.107594 -0.709554 -1.136 -0.284 -0.210
H -3.794695 0.511401 -0.261846 0.403 -0.212 -0.904
H -2.107368 -0.275646 -0.387059 -1.354 0.450 1.833
```
Forces are in eV/Å.

Output
Max |F| in eV/Å: 5.062
Gap between HOMO and LUMO in Eh: 0.412
Energy above the lowest of the compared OMol25 structures with the same formula, charge and spin in kcal per mole: 65.31
HOMO level in eV: -14.6
Net charge: +1


Entry 5:
This record from the Open Molecules 2025 dataset describes the ion C4H8NO2 with charge +1 at a distorted geometry. The level of theory is ωB97M-V/def2-TZVPD.

The geometry in XYZ format:
```
15
Properties=species:S:1:pos:R:3:forces:R:3
C -1.132562 -0.433942 -0.733851 0.359 -0.084 0.521
C -1.380557 -0.154269 0.589752 -1.698 -0.510 -1.622
C -0.018038 1.112972 2.331490 -0.477 -1.035 -0.979
C 1.263969 -0.246965 -1.202814 0.104 0.228 -0.004
N -0.099538 -0.546246 -1.574726 0.210 0.346 0.604
O -0.790976 0.265735 1.781893 1.590 0.883 1.582
O -0.015531 1.234806 3.611811 0.077 0.113 -0.339
H -2.061796 -0.730443 -1.208985 -0.084 0.022 0.205
H -2.384363 -0.432594 0.885794 0.162 0.213 -0.042
H 0.713924 1.724237 1.800734 -0.217 -0.052 -0.045
H 1.465613 0.823613 -1.284121 0.082 0.018 0.011
H 1.441417 -0.568376 -0.176565 0.046 -0.101 -0.013
H 1.950704 -0.777343 -1.857621 0.001 -0.012 0.063
H -0.286813 -0.794095 -2.532753 -0.113 0.042 0.137
H -0.674373 0.676465 4.064415 -0.041 -0.071 -0.079
```
Forces are in eV/Å.

Output
Max |F| in eV/Å: 2.410
Gap between HOMO and LUMO (spin up / spin down) in Eh: 0.288 / 0.288
Energy above the lowest of the compared OMol25 structures with the same formula, charge and spin in kcal per mole: 68.46
HOMO level (spin up / spin down) in eV: -12.6 / -12.6
Net charge: +1


Entry 6:
This record from the Open Molecules 2025 dataset describes a structure of composition C4H8NO2 at a distorted geometry. The level of theory is ωB97M-V/def2-TZVPD.

The geometry in XYZ format:
```
15
Properties=species:S:1:pos:R:3:forces:R:3
C -0.454092 1.241874 -0.002409 5.016 -1.683 0.891
C 1.337415 -0.434770 -0.173194 -1.285 2.006 -0.748
C 0.008138 0.008969 -0.755107 -2.908 1.921 -1.696
C -1.118161 -1.047897 -0.540290 1.434 -0.997 0.092
N 0.455194 0.810499 1.561567 -2.066 -0.271 -1.883
O 0.126548 0.994157 2.666961 1.408 -0.242 -1.128
O 1.378681 -0.081678 1.200493 -0.390 -0.311 2.949
H -0.037391 2.189956 -0.159170 0.649 1.332 -0.664
H -1.324220 1.276957 0.476962 -4.022 -0.032 1.332
H 1.398389 -1.455573 -0.346788 0.394 -2.065 0.528
H 2.181154 0.056031 -0.510390 1.658 0.847 -1.541
H -0.047982 0.363035 -1.892120 0.919 -1.013 2.232
H -1.161699 -1.253896 0.628510 -0.610 0.260 -2.536
H -0.697579 -1.979980 -1.060076 -1.137 0.991 0.863
H -2.044396 -0.687684 -1.094948 0.939 -0.744 1.309
```
Forces are in eV/Å.

Output
Max |F| in eV/Å: 5.365
Gap between HOMO and LUMO in Eh: 0.390
Energy above the lowest of the compared OMol25 structures with the same formula, charge and spin in kcal per mole: 139.03
HOMO level in eV: -16.7
Net charge: +1